Record 1
{
  "formula": "C8H9NO3S2",
  "method": "wB97M-V/def2-TZVPD",
  "symbols": ["C", "N", "C", "C", "C", "C", "C", "C", "S", "O", "O", "O", "C", "S", "H", "H", "H", "H", "H", "H", "H", "H", "H"],
  "positions_angstrom": [[-2.53, 0.55, -2.55], [-2.27, 1.20, -1.27], [-1.26, 0.58, -0.52], [-1.46, -0.77, -0.09], [-0.54, -1.43, 0.69], [0.70, -0.79, 1.06], [1.63, -1.72, 1.77], [1.15, 0.43, 0.63], [2.74, 0.89, 1.23], [3.66, -0.09, 0.62], [3.04, 2.28, 0.75], [2.62, 0.84, 2.72], [-0.12, 1.35, -0.26], [0.16, 2.89, -0.85], [-3.19, 1.23, -3.08], [-1.74, 0.55, -3.36], [-2.85, -0.42, -2.54], [-2.14, 2.20, -1.40], [-2.31, -1.34, -0.27], [-0.79, -2.52, 1.01], [1.08, -2.53, 2.30], [2.06, -2.35, 1.05], [2.36, -1.02, 2.36]],
  "nbo_charge": [-0.397, -0.653, -0.034, -0.226, -0.260, -0.070, -0.669, -0.317, 2.353, -1.030, -1.007, -1.030, -0.121, -0.420, 0.170, 0.147, 0.172, 0.395, 0.179, 0.168, 0.167, 0.200, 0.282],
  "lumo_energy_ev": 5.7,
  "smiles": "CNC1=CC=C(C)C(=S(=O)([O-])[O-])C1=S",
  "total_charge": -2,
  "gap_ha": 0.1994
}

=====

Record 2
{
  "formula": "C4H11NO2S",
  "method": "wB97M-V/def2-TZVPD",
  "symbols": ["N", "C", "C", "O", "C", "C", "S", "H", "H", "H", "H", "H", "H", "H", "H", "H", "O", "H", "H"],
  "positions_angstrom": [[-1.36, 0.96, 1.00], [-0.70, -0.18, 0.37], [-1.63, -1.41, 0.36], [-2.79, -1.26, 0.09], [-0.38, 0.14, -1.10], [0.76, 1.16, -1.41], [1.96, 1.35, -0.10], [-2.19, 1.25, 0.49], [-1.66, 0.73, 1.93], [0.20, -0.34, 0.98], [-1.25, -2.34, 0.82], [-0.33, -0.73, -1.74], [-1.31, 0.62, -1.50], [0.26, 2.10, -1.63], [1.32, 0.98, -2.32], [1.57, 2.33, 0.64], [2.11, -1.94, 0.84], [2.82, -2.34, 1.39], [2.58, -1.08, 0.89]],
  "nbo_charge": [-0.827, -0.173, 0.429, -0.529, -0.412, -0.538, -0.057, 0.363, 0.360, 0.230, 0.122, 0.220, 0.212, 0.231, 0.235, 0.134, -0.936, 0.462, 0.473],
  "lumo_energy_ev": 0.6,
  "smiles": "N[C@@H](C=O)CCS.O",
  "total_charge": 0,
  "gap_ha": 0.3570
}

=====

Record 3
{
  "formula": "C7H15Br9O4",
  "method": "wB97M-V/def2-TZVPD",
  "symbols": ["C", "C", "O", "O", "H", "H", "H", "H", "H", "H", "C", "C", "O", "O", "H", "H", "H", "H", "H", "H", "C", "Br", "Br", "Br", "H", "C", "Br", "Br", "Br", "H", "C", "Br", "Br", "Br", "H"],
  "positions_angstrom": [[3.42, 1.55, 0.48], [3.39, 0.11, 0.12], [2.05, -0.44, 0.44], [2.88, 2.32, -0.59], [4.45, 1.79, 0.58], [2.99, 1.71, 1.51], [4.02, -0.55, 0.72], [3.62, -0.05, -0.98], [1.25, 0.12, 0.31], [2.71, 3.22, -0.25], [-0.87, -1.91, -0.02], [-2.39, -2.11, -0.10], [-3.01, -1.84, 1.16], [-0.52, -0.75, 0.72], [-0.53, -1.94, -1.04], [-0.38, -2.79, 0.47], [-2.63, -3.12, -0.42], [-2.81, -1.47, -0.90], [-2.86, -2.48, 1.88], [-1.19, -0.62, 1.42], [1.82, -1.86, 3.08], [2.83, -3.46, 2.98], [2.72, -0.48, 3.92], [0.14, -2.30, 3.92], [1.62, -1.44, 2.08], [-3.38, 2.17, -0.54], [-2.30, 2.98, 0.84], [-4.28, 3.63, -1.47], [-4.58, 0.91, 0.18], [-2.73, 1.65, -1.22], [-1.00, 1.48, -3.76], [0.16, 0.69, -5.02], [-2.75, 0.76, -3.99], [-1.12, 3.36, -3.80], [-0.76, 1.17, -2.73]],
  "nbo_charge": [-0.106, -0.080, -0.793, -0.722, 0.163, 0.180, 0.196, 0.188, 0.508, 0.475, -0.087, -0.091, -0.751, -0.755, 0.186, 0.158, 0.177, 0.184, 0.486, 0.500, -0.545, 0.087, 0.107, 0.041, 0.294, -0.501, 0.077, 0.072, 0.134, 0.211, -0.543, 0.122, 0.077, 0.119, 0.232],
  "lumo_energy_ev": 0.0,
  "total_charge": 0,
  "gap_ha": 0.3694
}

=====

Record 4
{
  "formula": "C25H48F7N2O3S",
  "method": "wB97M-V/def2-TZVPD",
  "symbols": ["C", "C", "C", "C", "C", "C", "C", "C", "C", "C", "C", "C", "C", "N", "C", "C", "N", "O", "C", "C", "C", "C", "F", "F", "C", "F", "F", "C", "F", "F", "F", "H", "H", "H", "H", "H", "H", "H", "H", "H", "H", "H", "H", "H", "H", "H", "H", "H", "H", "H", "H", "H", "H", "H", "H", "H", "H", "H", "H", "H", "H", "H", "H", "H", "H", "H", "H", "H", "H", "H", "H", "C", "C", "C", "S", "O", "O", "C", "H", "H", "H", "H", "H", "H", "H", "H"],
  "positions_angstrom": [[3.25, 0.80, 1.04], [4.54, 1.63, 1.00], [5.55, 1.21, 2.06], [6.34, -0.07, 1.77], [7.10, -0.12, 0.43], [6.83, -1.38, -0.37], [5.40, -1.46, -0.91], [4.55, -2.57, -0.31], [3.30, -2.84, -1.12], [2.18, -3.53, -0.31], [0.83, -2.79, -0.36], [0.48, -2.08, 0.94], [-0.84, -2.54, 1.58], [-2.02, -1.55, 1.29], [-1.84, -0.44, 2.29], [-2.81, 0.74, 2.30], [-2.11, 1.99, 1.96], [-1.85, -1.31, -0.08], [-2.22, -0.03, -0.64], [-1.06, 0.96, -0.74], [-0.18, 0.63, -1.97], [-3.29, -2.32, 1.53], [-3.06, -3.22, 2.52], [-4.26, -1.48, 1.99], [-3.87, -3.09, 0.30], [-4.82, -3.89, 0.85], [-2.92, -3.90, -0.25], [-4.56, -2.26, -0.85], [-4.86, -1.01, -0.46], [-3.73, -2.21, -1.92], [-5.69, -2.89, -1.21], [2.64, 1.06, 1.89], [3.45, -0.26, 1.03], [2.68, 1.01, 0.13], [4.25, 2.66, 1.18], [4.94, 1.60, -0.01], [6.25, 2.01, 2.27], [4.98, 1.04, 2.97], [7.07, -0.16, 2.57], [5.70, -0.95, 1.84], [8.16, -0.08, 0.66], [6.91, 0.76, -0.17], [7.53, -1.40, -1.20], [7.09, -2.23, 0.26], [4.93, -0.50, -0.73], [5.43, -1.57, -1.99], [4.29, -2.30, 0.71], [5.17, -3.46, -0.23], [2.96, -1.90, -1.53], [3.59, -3.49, -1.94], [2.53, -3.66, 0.71], [2.04, -4.53, -0.70], [0.06, -3.51, -0.64], [0.88, -2.09, -1.18], [0.52, -1.00, 0.85], [1.23, -2.34, 1.67], [-0.72, -2.65, 2.64], [-1.08, -3.50, 1.13], [-0.84, -0.05, 2.25], [-1.92, -0.93, 3.25], [-3.66, 0.61, 1.64], [-3.24, 0.82, 3.29], [-1.58, 2.27, 2.77], [-2.81, 2.72, 1.85], [-2.53, -0.24, -1.65], [-3.07, 0.44, -0.17], [-1.52, 1.92, -0.83], [-0.46, 0.96, 0.16], [-0.48, -0.31, -2.43], [0.86, 0.53, -1.69], [-0.31, 1.40, -2.71], [-6.10, 4.67, -1.39], [-5.64, 5.05, -2.80], [-4.17, 4.62, -2.93], [-3.96, 3.23, -1.81], [-3.05, 3.61, -0.76], [-3.74, 2.01, -2.56], [-5.62, 3.24, -1.16], [-7.18, 4.75, -1.28], [-5.64, 5.34, -0.65], [-6.24, 4.52, -3.54], [-5.75, 6.11, -2.99], [-3.91, 4.30, -3.94], [-3.48, 5.40, -2.61], [-5.60, 2.95, -0.11], [-6.21, 2.53, -1.73]],
  "lowdin_charge": [-0.111, -0.260, -0.211, -0.188, -0.202, -0.201, -0.203, -0.224, -0.190, -0.177, -0.169, -0.139, -0.037, -0.069, -0.047, -0.233, 0.037, -0.030, -0.162, -0.198, -0.059, -0.339, 0.169, 0.157, -0.286, 0.161, 0.159, -0.483, 0.171, 0.171, 0.186, 0.070, 0.047, 0.062, 0.106, 0.089, 0.110, 0.107, 0.105, 0.092, 0.104, 0.102, 0.106, 0.111, 0.087, 0.115, 0.088, 0.118, 0.102, 0.114, 0.099, 0.107, 0.106, 0.091, 0.095, 0.118, 0.134, 0.125, 0.134, 0.143, 0.095, 0.122, 0.086, 0.077, 0.113, 0.093, 0.066, 0.081, 0.071, 0.055, 0.077, -0.213, -0.203, -0.208, 0.671, -0.329, -0.316, -0.229, 0.120, 0.121, 0.120, 0.119, 0.107, 0.109, 0.103, 0.111],
  "lumo_energy_ev": -2.1,
  "total_charge": 1,
  "gap_ha": 0.3787
}

=====

Record 5
{
  "formula": "C2H5NO2S",
  "method": "wB97M-V/def2-TZVPD",
  "symbols": ["C", "C", "N", "O", "O", "S", "H", "H", "H", "H", "H"],
  "positions_angstrom": [[0.33, 0.49, 0.19], [-1.07, -2.11, -0.03], [-0.48, 1.59, 0.02], [2.57, 1.59, -1.06], [1.37, 0.66, 1.21], [2.14, 0.37, -0.38], [-0.69, -1.66, 0.86], [-2.01, -1.80, -0.49], [-0.51, -2.83, -0.70], [-0.40, 2.07, 0.91], [-1.24, 1.61, -0.54]],
  "nbo_charge": [0.228, -0.525, -0.815, -0.865, -0.669, 1.319, 0.183, 0.163, 0.177, 0.402, 0.402],
  "lumo_energy_ev": [-0.6, 0.0],
  "total_charge": 0,
  "gap_ha": [0.2998, 0.2943]
}

=====

Record 6
{
  "formula": "C35H36N2O5",
  "method": "wB97M-V/def2-TZVPD",
  "symbols": ["C", "O", "C", "C", "C", "N", "C", "C", "C", "C", "C", "C", "C", "O", "C", "C", "C", "C", "C", "O", "C", "C", "H", "H", "H", "H", "H", "H", "H", "H", "H", "H", "H", "H", "H", "H", "H", "H", "H", "H", "H", "H", "C", "C", "O", "C", "C", "N", "C", "C", "C", "C", "C", "C", "C", "C", "C", "C", "C", "C", "C", "O", "H", "H", "H", "H", "H", "H", "H", "H", "H", "H", "H", "H", "H", "H", "H", "H"],
  "positions_angstrom": [[-5.46, 3.37, 2.15], [-4.95, 2.75, 3.36], [-4.15, 1.66, 3.23], [-3.65, 1.09, 4.42], [-2.75, 0.05, 4.34], [-2.33, -0.42, 3.14], [-1.29, -1.49, 3.05], [0.09, -1.02, 2.68], [0.41, 0.25, 2.35], [1.76, 0.82, 2.47], [2.81, 0.40, 1.64], [4.08, 0.89, 1.74], [4.39, 1.85, 2.73], [5.67, 2.30, 2.77], [6.06, 3.31, 3.72], [3.36, 2.26, 3.62], [2.07, 1.79, 3.45], [1.16, -2.08, 2.87], [0.83, -3.43, 2.28], [2.21, -1.87, 3.48], [-2.82, 0.09, 1.99], [-3.76, 1.10, 1.99], [-6.06, 4.19, 2.55], [-4.65, 3.76, 1.52], [-6.08, 2.68, 1.57], [-3.95, 1.49, 5.39], [-2.33, -0.44, 5.22], [-1.26, -1.97, 4.03], [-1.65, -2.24, 2.32], [-0.39, 0.97, 2.13], [2.60, -0.34, 0.88], [4.87, 0.58, 1.07], [7.10, 3.50, 3.45], [5.45, 4.22, 3.61], [5.98, 2.93, 4.75], [3.60, 2.98, 4.41], [1.28, 2.12, 4.13], [0.33, -3.33, 1.30], [1.75, -4.02, 2.14], [0.18, -3.99, 2.97], [-2.43, -0.35, 1.07], [-4.14, 1.48, 1.04], [3.04, -5.10, -1.12], [3.17, -3.63, -0.79], [2.32, -2.98, -1.80], [2.16, -1.64, -1.73], [1.20, -1.22, -2.78], [0.61, -0.09, -2.81], [-0.49, 0.23, -3.53], [-0.55, 1.57, -4.13], [-1.77, 2.23, -4.39], [-1.79, 3.54, -4.88], [-0.60, 4.21, -5.16], [0.62, 3.54, -4.98], [0.64, 2.25, -4.45], [-1.55, -0.78, -3.68], [-2.42, -0.74, -4.81], [-3.40, -1.71, -4.99], [-3.54, -2.77, -4.07], [-2.64, -2.87, -3.00], [-1.66, -1.89, -2.81], [2.77, -0.88, -0.98], [3.44, -5.73, -0.33], [1.99, -5.36, -1.30], [3.59, -5.32, -2.05], [2.80, -3.40, 0.23], [4.21, -3.29, -0.88], [1.14, -1.97, -3.60], [-2.71, 1.71, -4.21], [-2.75, 4.05, -5.04], [-0.61, 5.24, -5.53], [1.55, 4.03, -5.24], [1.59, 1.73, -4.29], [-2.28, 0.05, -5.55], [-4.07, -1.63, -5.85], [-4.33, -3.51, -4.20], [-2.70, -3.71, -2.31], [-0.95, -2.02, -1.99]],
  "lowdin_charge": [-0.027, -0.049, -0.220, 0.062, 0.014, -0.049, -0.075, -0.131, 0.043, -0.224, -0.027, 0.030, -0.265, -0.093, -0.063, -0.022, -0.039, -0.381, -0.012, 0.110, 0.008, 0.062, 0.102, 0.109, 0.105, 0.138, 0.151, 0.142, 0.139, 0.120, 0.080, 0.127, 0.091, 0.093, 0.092, 0.098, 0.106, 0.097, 0.088, 0.094, 0.165, 0.130, -0.085, -0.207, -0.051, -0.481, -0.149, 0.062, -0.236, -0.183, -0.070, -0.116, -0.130, -0.106, -0.041, -0.172, -0.063, -0.107, -0.136, -0.119, -0.067, 0.026, 0.073, 0.078, 0.080, 0.096, 0.127, 0.131, 0.095, 0.090, 0.087, 0.091, 0.102, 0.104, 0.094, 0.084, 0.087, 0.089],
  "lumo_energy_ev": -1.9,
  "total_charge": 0,
  "gap_ha": 0.0799
}

=====

Number 1: total energy -37742.57298 eV. Number 2: total energy -20745.62612 eV. Number 3: total energy -646072.07023 eV. Number 4: total energy -65674.93991 eV. Number 5: total energy -18569.42120 eV. Number 6: total energy -50091.21924 eV.